{
  "formula": "C32H70Br6N4O5S5",
  "method": "ωB97M-V with the def2-TZVPD basis set",
  "spin_multiplicity": 2,
  "s_squared": 0.7573,
  "gap_ev": [7.0305, 2.2911],
  "total_charge": 1,
  "species": ["H", "H", "C", "H", "Br", "C", "H", "H", "H", "O", "H", "C", "C", "H", "H", "H", "H", "N", "H", "H", "Br", "S", "H", "H", "H", "C", "H", "H", "H", "H", "H", "S", "C", "O", "H", "C", "H", "S", "H", "H", "C", "H", "H", "N", "C", "C", "C", "C", "C", "H", "O", "Br", "C", "H", "H", "H", "H", "H", "H", "C", "O", "H", "C", "H", "H", "H", "H", "C", "C", "H", "H", "C", "H", "C", "H", "H", "H", "C", "Br", "C", "S", "C", "C", "N", "H", "H", "C", "H", "H", "H", "H", "H", "C", "H", "H", "S", "H", "C", "C", "H", "H", "C", "H", "O", "N", "H", "C", "C", "Br", "H", "H", "H", "H", "H", "H", "Br", "H", "H", "C", "H", "H", "H"],
  "xyz": [[-7.61794, 9.56531, -24.54528], [-6.46674, 6.52149, -26.81394], [-7.35827, 12.43594, -22.29185], [-12.30132, 7.09245, -27.02380], [-5.01046, 6.30214, -23.69385], [-5.16878, 8.92422, -27.83041], [-7.04109, 8.75952, -28.80249], [-2.79114, 13.07271, -29.83608], [-10.02689, 8.44222, -32.79875], [-5.19200, 4.17206, -29.43904], [-3.63194, 11.35987, -25.81730], [-8.62597, 11.81959, -22.90940], [-6.58463, 8.38330, -27.88695], [-7.34948, 5.80703, -22.96707], [-8.90850, 12.98297, -29.18217], [-10.40201, 2.24246, -27.22426], [-5.52066, 1.10211, -29.58246], [-4.08284, 9.29977, -27.78780], [-2.20320, 13.46148, -24.95983], [-12.75202, 2.65060, -27.75068], [-8.98341, 8.06661, -22.19653], [-10.34082, 7.51070, -25.62832], [-9.99102, 9.48414, -30.06307], [-3.46761, 1.00040, -24.21132], [-7.72181, 4.14814, -30.91477], [-3.62322, 12.32826, -26.31754], [-11.32079, 9.04845, -24.02736], [-7.81020, 5.11487, -28.33320], [-2.48498, 5.19350, -27.78648], [-7.56924, 2.64164, -31.74725], [-3.64847, 3.27912, -24.79397], [-0.54028, 6.38855, -26.88436], [-4.88507, 1.60479, -30.31145], [0.54117, 5.49584, -27.51407], [-2.75136, 2.54012, -26.01151], [-6.56594, 6.84465, -27.85020], [-5.11723, 1.00982, -25.02054], [-10.49716, 7.14363, -30.83862], [-3.72330, 12.22678, -27.39818], [-6.58508, 7.62039, -21.46241], [-7.23505, 3.17457, -30.85709], [-10.62277, 6.89784, -33.29635], [-5.70345, 6.46600, -28.39868], [-6.42235, 12.93138, -21.79535], [-0.88730, 10.91835, -29.55723], [-8.06360, 12.73686, -28.53899], [-3.89783, 12.39908, -31.40580], [-4.04772, 1.19899, -25.11250], [-4.82253, 3.14735, -26.64430], [-5.97026, 12.33824, -28.59734], [-9.64930, 8.47907, -26.55351], [-0.79054, 11.73080, -26.13180], [-7.80656, 6.20224, -28.40882], [-7.51878, 6.87323, -24.28643], [-7.18929, 10.67767, -25.95619], [-1.73227, 6.26129, -28.92084], [-2.14175, 13.86923, -26.65207], [-8.87952, 10.94657, -22.30803], [-10.79440, 8.46016, -28.84679], [-11.57453, 6.43968, -26.54028], [-11.00541, 1.05676, -29.90274], [-11.05165, 5.70272, -27.14986], [-0.12232, 8.13857, -27.28720], [-9.48267, 12.47983, -22.77437], [-4.34668, 3.98136, -27.16013], [-7.22547, 8.79003, -27.10465], [-8.66298, 6.71486, -27.97080], [-2.29584, 13.04052, -25.96099], [-10.77381, 7.68564, -32.55834], [-12.11486, 5.76209, -25.87921], [-3.50994, 11.42413, -29.59717], [-7.41991, 10.57835, -24.89550], [-3.76662, 0.40293, -25.80199], [-8.52208, 11.56668, -24.45394], [-7.83584, 6.29547, -29.49443], [-7.64723, 2.73052, -29.95097], [-9.47590, 11.27143, -24.89117], [-6.03385, 3.54215, -25.94824], [-6.96911, 10.88102, -30.48233], [-1.73049, 11.33017, -30.69911], [-11.10329, 2.53637, -29.59396], [-11.72014, 8.44649, -24.84361], [-6.77723, 12.49596, -29.31290], [-7.01840, 3.92373, -25.43056], [-12.76279, 4.03113, -28.70348], [-4.95879, 2.43345, -27.45663], [-3.77066, 2.58850, -25.62836], [-11.75742, 9.09377, -30.11681], [-6.42649, 13.34740, -29.89612], [-1.30955, 12.01295, -31.43716], [0.77895, 8.48524, -26.78160], [-2.82325, 6.93749, -27.60883], [-10.02121, 2.78875, -28.08718], [-12.41784, 7.79921, -24.31225], [-10.06848, 3.84927, -27.83989], [-5.40874, 3.37145, -30.69163], [-13.50689, 2.50015, -29.37922], [-6.93032, 6.72406, -23.38113], [-12.70011, 2.94707, -28.79829], [-0.02637, 10.37720, -29.94969], [-6.42643, 10.75147, -24.48182], [-7.03205, 7.86830, -22.42514], [-2.19207, 10.58719, -31.34953], [-11.65733, 6.23750, -30.40838], [-4.56808, 12.68852, -32.29339], [-3.85635, 1.50649, -29.96477], [-10.75480, 8.72294, -29.90390], [-2.07292, 6.19755, -27.88739], [-5.25604, 13.29966, -25.65457], [0.04910, 8.35815, -28.34100], [-6.60034, 8.79870, -22.79403], [-11.77226, 8.09778, -32.70435], [-8.22857, 12.52674, -24.87847], [-1.47293, 10.29892, -28.87793], [-0.63234, 11.73489, -28.88168], [-7.87949, 14.45300, -27.49916], [-8.98026, 2.54294, -28.29723], [-0.92485, 8.82881, -27.02720], [-2.99274, 12.09794, -30.28022], [-8.44188, 11.85152, -28.02794], [-12.17742, 8.98935, -25.67083], [-4.93794, 1.04062, -31.24258]],
  "forces_ev_per_a": [[-0.5, -0.2, -0.7], [0.2, 0.0, 0.2], [0.2, 0.5, 0.2], [0.3, -0.2, -0.5], [-0.6, 0.3, -0.2], [-1.7, -0.4, 0.2], [0.2, -0.1, -0.2], [0.2, -0.1, 0.4], [0.0, 0.2, 0.2], [-0.1, -0.2, -0.2], [-0.3, 0.1, -0.3], [0.8, 0.3, -0.2], [0.8, 0.1, -0.3], [0.3, 0.1, 0.2], [0.3, 0.1, -0.3], [0.0, -0.3, -0.2], [-0.2, 0.3, 0.0], [0.2, -0.1, 0.0], [-0.3, -0.5, 0.0], [0.1, -0.7, -0.1], [0.4, 0.2, 0.3], [-1.2, -0.4, 0.3], [0.1, -0.2, -0.2], [-0.4, 0.0, 0.2], [0.6, 0.4, -0.1], [0.4, 0.3, 1.0], [0.2, 0.5, -0.5], [-0.1, 0.0, 0.8], [0.2, 0.0, 0.4], [0.4, -0.3, 0.1], [-0.5, 0.1, 0.1], [0.6, 0.6, -2.3], [-0.7, 0.1, -0.4], [-1.4, 1.0, 1.0], [0.0, 0.3, -0.8], [0.5, -0.3, 0.3], [-0.1, 0.2, 0.8], [-1.1, -0.7, 0.6], [-0.1, -0.1, 0.3], [-0.3, 0.1, 0.0], [0.0, -0.1, 0.4], [0.0, -0.4, 0.5], [0.1, 0.0, 0.0], [-2.0, -1.2, -1.2], [0.0, -0.5, 0.4], [-0.6, 0.8, -1.0], [0.3, -0.1, 0.0], [-0.4, -0.8, -0.2], [2.1, -0.5, 0.5], [0.0, -0.6, -0.1], [-0.7, -0.5, 0.1], [-0.6, 0.6, 0.2], [-0.1, 0.2, -0.9], [0.7, 0.2, -0.4], [-0.6, -0.4, -0.2], [0.0, 0.4, 0.0], [0.4, -0.2, -0.1], [0.3, -0.2, -0.2], [0.5, -0.3, 0.0], [0.6, -0.1, 0.3], [-0.4, 1.3, 0.4], [0.1, 0.7, -0.7], [0.4, 0.7, 0.2], [0.3, 0.4, 0.3], [-0.6, 0.4, 0.1], [0.3, 0.0, 0.3], [-0.3, -0.5, -0.1], [-0.7, 0.1, -0.4], [-0.1, 0.5, 0.1], [0.0, 0.5, 0.7], [-0.4, 0.3, 0.3], [0.3, 0.0, 0.7], [0.4, 0.2, -0.4], [1.6, 0.0, 0.6], [-0.1, 0.6, -0.2], [0.2, -0.3, -0.1], [-0.1, 0.0, 0.3], [-3.0, 1.2, 0.8], [0.1, 1.0, 0.6], [-2.0, 1.8, -1.9], [0.9, -1.1, 0.5], [0.7, -0.3, 0.4], [0.1, 0.0, 0.6], [2.7, -1.1, -1.3], [-0.1, 0.2, -0.8], [-0.6, -0.1, 0.2], [0.3, 0.1, 0.1], [0.0, 0.1, -0.4], [-0.6, -0.2, -0.4], [1.0, -0.1, 0.2], [0.0, -0.5, 0.4], [0.3, 0.3, 0.1], [-0.9, 0.5, -0.3], [-0.1, -0.4, -0.5], [0.0, 0.1, -0.1], [0.0, -0.7, 0.2], [0.1, 0.2, 0.0], [0.0, -0.9, -0.1], [0.5, 0.1, 0.7], [0.3, 0.1, 0.4], [-0.1, 0.7, 0.6], [-0.1, -0.1, 0.2], [0.7, -0.9, 0.3], [1.3, 1.2, -0.6], [0.1, -0.1, 0.1], [0.0, 0.7, 0.0], [-0.6, -0.5, -0.3], [0.3, -0.8, -0.1], [1.4, -0.5, -0.4], [-0.1, -1.0, -0.3], [-0.3, -0.1, 0.0], [0.0, 0.0, 0.2], [-0.3, 0.2, -0.2], [-0.1, -0.5, -0.2], [0.5, 0.2, -0.6], [-0.3, -1.2, -0.4], [-0.3, -0.2, -0.2], [-0.5, -0.5, 0.5], [-0.6, -0.1, 0.1], [0.6, 0.3, 0.9], [-0.1, 0.2, 0.3], [-0.2, 0.1, -0.1]],
  "lowdin_charge": [0.035, 0.085, -0.197, 0.058, 0.578, -0.175, 0.039, 0.125, 0.048, -0.598, 0.027, -0.163, -0.164, 0.050, 0.044, 0.056, 0.048, 0.152, 0.055, 0.046, 0.698, 0.801, 0.029, 0.081, 0.044, -0.636, 0.016, 0.057, 0.055, 0.065, 0.090, 1.103, -0.235, -0.270, 0.099, -0.251, 0.078, 0.812, 0.015, 0.066, -0.231, 0.051, 0.085, 0.126, -0.138, -0.624, -0.258, -0.109, -0.181, 0.018, -0.572, 0.640, -0.103, 0.026, 0.044, 0.085, 0.061, 0.047, 0.011, -0.234, -0.578, 0.017, -0.195, 0.108, 0.073, 0.077, 0.049, -0.586, -0.257, 0.058, 0.080, -0.139, 0.073, -0.223, 0.056, 0.029, 0.102, -0.219, 0.653, -0.265, 0.823, -0.253, -0.632, 0.170, 0.033, 0.099, -0.260, 0.057, 0.056, 0.119, 0.076, 0.051, -0.237, 0.060, 0.015, 0.867, 0.057, -0.707, -0.252, 0.082, 0.045, -0.640, 0.118, -0.586, 0.156, 0.047, -0.226, -0.151, 0.630, 0.069, 0.046, 0.058, 0.061, 0.030, 0.026, 0.572, 0.021, 0.022, -0.202, 0.055, 0.059, 0.046]
}

=====

{
  "formula": "C5H7P",
  "method": "ωB97M-V with the def2-TZVPD basis set",
  "de_lowest_ev": 0.5561,
  "gap_ev": 9.1476,
  "smiles": "CC1=[PH]=CC=C1",
  "species": ["H", "H", "C", "P", "H", "C", "H", "C", "H", "H", "H", "C", "C"],
  "xyz": [[-2.12603, -0.71346, 0.08289], [-0.15284, -1.94442, 0.30542], [-1.75528, 0.30168, -0.09649], [0.72903, 1.53265, -0.58448], [-2.12552, 1.04407, 0.78941], [0.35502, -1.00826, 0.00353], [-2.11733, 0.76852, -0.88413], [1.79582, -0.78275, 0.01458], [3.34587, 0.75134, -0.34748], [2.46959, -1.53490, 0.37943], [0.47605, 2.13123, 0.71112], [2.19594, 0.49257, -0.20477], [-0.33930, 0.16528, -0.16183]],
  "forces_ev_per_a": [[-0.8, 0.5, -0.1], [0.5, 0.5, -0.4], [-1.0, -0.5, 5.8], [0.8, 0.1, 0.6], [1.0, -1.9, -1.6], [-0.7, 1.3, 0.6], [-2.0, 1.7, -4.1], [-0.2, 0.4, 0.4], [-2.8, -0.3, 0.5], [0.4, -0.4, -0.4], [0.5, -0.1, -0.6], [2.0, 0.2, -0.5], [2.3, -1.6, -0.2]],
  "nbo_charge": [0.219, 0.215, -0.624, 0.556, 0.206, -0.260, 0.216, -0.215, 0.242, 0.214, 0.005, -0.518, -0.257]
}

=====

{
  "formula": "C4H12N2O",
  "method": "ωB97M-V with the def2-TZVPD basis set",
  "spin_multiplicity": 2,
  "de_lowest_ev": 1.1461,
  "s_squared": 0.7567,
  "gap_ev": [10.2473, 8.1258],
  "total_charge": 1,
  "species": ["N", "H", "H", "N", "H", "C", "H", "H", "H", "H", "H", "H", "C", "H", "H", "C", "C", "H", "O"],
  "xyz": [[-1.50848, -0.35617, -0.32242], [-1.43882, 0.73927, 1.92270], [2.93693, -0.79195, -1.40226], [-2.14015, 1.16326, 1.32750], [-2.89327, 1.73497, 1.65871], [-2.30720, 0.53286, 0.15409], [1.24427, -0.59439, 3.78508], [1.18032, 0.52008, -0.11840], [0.85930, -0.28907, 2.35699], [1.75641, -1.36823, -2.39919], [-0.60233, -0.94933, -2.08579], [2.04636, 0.47223, -2.26664], [-0.45677, -0.18732, -1.31467], [-3.32685, 0.66300, -0.21914], [0.94493, -1.27146, 0.01230], [1.95879, -0.49424, -1.78064], [0.90734, -0.40251, -0.63957], [-0.46978, 0.79787, -1.78082], [1.30900, 0.08112, 3.11218]],
  "forces_ev_per_a": [[0.7, 0.0, -0.9], [0.1, 0.9, 0.5], [0.1, 0.5, 0.4], [0.5, -1.7, -1.8], [-0.1, 0.1, 0.5], [-1.3, 1.1, 2.4], [0.1, -0.3, 0.4], [-0.3, -0.3, 0.5], [0.0, -0.3, -0.4], [-0.4, 0.5, -0.7], [-0.1, -0.1, 0.2], [0.0, -0.2, -0.5], [-0.1, -0.4, 0.2], [0.2, 0.1, -0.9], [-0.2, 0.0, 0.0], [0.0, -1.0, 0.9], [1.2, 0.7, -0.9], [-0.2, 0.0, 0.1], [-0.1, 0.5, -0.1]],
  "nbo_charge": [-0.126, 0.436, 0.244, -0.680, 0.442, 0.352, 0.481, 0.218, 0.447, 0.220, 0.260, 0.223, -0.274, 0.245, 0.225, -0.613, -0.401, 0.224, -0.924]
}

=====

{
  "formula": "C3H3N3O",
  "method": "ωB97M-V with the def2-TZVPD basis set",
  "de_lowest_ev": 0.8492,
  "gap_ev": 10.2062,
  "smiles": "N=C=CC=O.N#N",
  "species": ["C", "N", "N", "C", "H", "H", "C", "N", "O", "H"],
  "xyz": [[-1.02471, 0.20337, -0.97361], [2.59883, 0.38692, 1.86285], [-1.16968, -1.51786, 0.88414], [-1.09317, -0.73534, -0.03751], [0.16355, 1.85888, -1.74639], [-1.71858, 0.20666, -1.80626], [0.03560, 1.20886, -0.85998], [2.08201, -0.57331, 1.70873], [0.75460, 1.34026, 0.10851], [-0.62846, -2.37844, 0.85952]],
  "forces_ev_per_a": [[0.0, -0.1, 0.1], [-0.8, -1.8, -0.1], [0.0, 0.5, -0.6], [0.0, -0.4, 0.4], [-0.1, 0.0, 0.1], [0.1, -0.1, 0.1], [0.2, 0.1, 0.2], [1.0, 1.6, 0.3], [-0.3, 0.1, -0.5], [0.0, 0.1, 0.0]],
  "nbo_charge": [-0.577, 0.027, -0.593, 0.535, 0.120, 0.257, 0.409, -0.025, -0.558, 0.404]
}